Here is C5H9NOS in the gas phase from OMol25. Energies are from ωB97M-V/def2-TZVPD.

Last columns: bonded neighbours and bond lengths (Å).
CARTESIAN COORDINATES (ANGSTROEM)
1 C -2.440 1.171 1.114  C2 1.499, N6 1.495, H9 1.123, H10 1.131
2 C -1.047 0.645 0.945  C1 1.499, N6 1.479, S8 1.948, H11 1.062
3 C 1.950 -0.312 -0.648  C4 1.489, C5 1.533, H12 1.062, H13 1.082
4 C 1.649 -1.583 -1.365  C3 1.489, C5 1.533, H14 1.090, H15 1.049
5 C 0.496 -0.788 -0.742  C3 1.533, C4 1.533, S8 1.772, H16 1.120
6 N -1.750 1.241 -0.211  C1 1.495, C2 1.479, H17 1.021
7 O 0.646 -1.440 1.685  S8 1.457
8 S -0.419 -1.185 0.723  C2 1.948, C5 1.772, O7 1.457
9 H -2.434 2.157 1.651  C1 1.123
10 H -3.387 0.572 1.265  C1 1.131
11 H -0.285 1.267 1.346  C2 1.062
12 H 2.470 -0.318 0.278  C3 1.062
13 H 2.320 0.597 -1.102  C3 1.082
14 H 1.698 -1.468 -2.448  C4 1.090
15 H 1.893 -2.491 -0.900  C4 1.049
16 H -0.084 -0.203 -1.501  C5 1.120
17 H -1.277 2.138 -0.091  N6 1.021

Energy relative to the best compared isomer or geometry (same formula, charge and spin) in kcal per mole: 103.6
Molar mass in g/mol: 131.20
Gap between HOMO and LUMO in eV: 9.88
E_LUMO in eV: 0.91
E_tot in hartree: -723.95475
HOMO level in eV: -8.98